Entry 1:
Density functional theory data (ωB97M-V with the def2-TZVPD basis set) for C19H20Co2NO7 as an isolated structure in a non-equilibrium geometry.

HOMO energy: -2.7 eV

```
! wB97M-V def2-TZVPD RIJCOSX def2/J DEFGRID3
* xyz -1 1
C 2.6165 -3.0388 1.4213
C 3.5898 -1.9640 0.9633
C 2.8806 -0.7044 0.4529
C 1.5683 -0.3592 1.1270
N 1.0637 0.8661 0.7359
C 1.7925 1.5568 -0.3095
C 1.1538 2.8573 -0.7752
O -0.2715 2.7742 -0.7595
C -0.7580 2.5785 0.5723
C -0.2461 1.2832 1.2148
C 0.9845 -1.1784 2.0667
C 1.6025 -2.4785 2.4280
H 2.0836 -3.4390 0.5492
H 3.1507 -3.8805 1.8765
H 4.2576 -1.7010 1.7933
H 4.2184 -2.3741 0.1663
H 3.6169 0.1080 0.5407
H 2.7299 -0.8587 -0.6294
H 2.8110 1.8029 0.0290
H 1.8820 0.9130 -1.2038
H 1.5257 3.6840 -0.1398
H 1.4103 3.0295 -1.8293
H -0.4754 3.4361 1.2180
H -1.8520 2.5367 0.4559
H -0.9976 0.4978 1.0226
H -0.2316 1.4435 2.3056
H 0.1491 -0.7257 2.7831
H 0.8669 -3.2778 2.5905
H 2.1125 -2.3374 3.3971
O -4.7813 2.3448 2.4069
C -4.5529 1.7439 3.3683
Co -4.2063 0.7573 4.7720
C -3.1700 1.7766 5.7856
O -2.5490 2.4459 6.4945
C -5.8795 0.9057 5.3037
O -6.9686 0.9757 5.6803
C -3.1516 -0.4271 3.6259
C -1.9209 -0.9558 3.8029
C -0.8258 -1.5562 3.1059
Co -2.8313 -1.1685 5.3156
C -1.4622 -0.6262 6.2832
O -0.5140 -0.3574 6.8893
C -2.7546 -2.9120 5.6344
O -2.7109 -4.0483 5.8391
C -4.1967 -0.8827 6.5183
O -4.8585 -1.0852 7.4537
H -3.7121 -0.5757 2.6854
H -0.3695 -2.2953 3.7842
H -1.1855 -2.1011 2.2172
*
```

These are the natural (NBO) partial charges, in e, on atoms 1 to 4:
1 C -0.3856
2 C -0.3890
3 C -0.4295
4 C 0.1832

Entry 2:
Density functional theory data (ωB97M-V with the def2-TZVPD basis set) for one molecule with the formula C19H20F3NO2.

HOMO energy: -8.1 eV
structure (SMILES): Cc1ccc(CN2CCC[C@H](C(=O)c3cccc(C(F)(F)F)c3)C2)o1

```
! wB97M-V def2-TZVPD RIJCOSX def2/J DEFGRID3
* xyz 0 1
C 0.8659 3.1457 0.1437
C 0.4798 2.3012 1.3049
C -0.7117 2.1174 1.9409
C -0.4670 1.1946 2.9903
C 0.8559 0.8702 2.9198
O 1.4361 1.5504 1.8989
C 1.7157 -0.0867 3.6892
N 1.8011 -1.4476 3.1858
C 2.1787 -1.5832 1.7995
H 2.9132 -0.8128 1.5573
C 0.9877 -1.4891 0.8264
C 1.4212 -1.6875 -0.6025
O 2.4225 -2.2959 -0.9060
C 0.5144 -1.1502 -1.6659
C -0.3871 -0.1093 -1.4687
C -1.1886 0.3135 -2.5194
C -1.1083 -0.2824 -3.7711
C -0.2073 -1.3152 -3.9684
C 0.5978 -1.7390 -2.9287
H 1.3111 -2.5374 -3.0702
H -0.1337 -1.7842 -4.9372
H -1.7423 0.0601 -4.5744
C -2.1275 1.4648 -2.2929
F -2.6539 1.4700 -1.0574
F -1.5085 2.6558 -2.4333
F -3.1596 1.4786 -3.1473
H -0.4741 0.3968 -0.5196
C -0.0477 -2.5633 1.1959
C -0.4757 -2.3529 2.6448
C 0.7560 -2.3741 3.5598
H 0.4628 -2.1718 4.5918
H 1.1972 -3.3777 3.5238
H -1.1651 -3.1413 2.9502
H -0.9887 -1.3947 2.7351
H -0.9105 -2.5001 0.5280
H 0.4040 -3.5517 1.0808
H 0.5078 -0.5182 0.9349
H 2.6555 -2.5603 1.6690
H 1.3630 -0.1366 4.7214
H 2.7359 0.3142 3.6892
H -1.1804 0.8347 3.7040
H -1.6478 2.5738 1.6920
H 1.4582 3.9992 0.4736
H -0.0230 3.5121 -0.3608
H 1.4689 2.5721 -0.5592
*
```

These are the natural (NBO) partial charges, in e, on atoms 1 to 4:
1 C -0.6592
2 C 0.2807
3 C -0.3257
4 C -0.3101

Entry 3:
Density functional theory data (ωB97M-V with the def2-TZVPD basis set) for one molecule with the formula C19H20FN3O3 in a non-equilibrium geometry.

HOMO energy: -7.2 eV
structure (SMILES): [H]/N=c1\n(CCOc2ccc(F)cc2)c2ccccc2n1CC(=O)OCC

```
! wB97M-V def2-TZVPD RIJCOSX def2/J DEFGRID3
* xyz 0 1
C -1.0310 -3.9622 5.5352
C -0.4621 -4.6246 4.2167
H 0.0130 -5.6304 4.3961
H -1.2632 -4.8696 3.6039
O 0.7412 -3.8918 3.7003
C 0.1094 -3.0255 2.9008
O -1.1362 -2.7690 2.7238
C 1.4409 -2.3537 2.1624
N 1.0120 -1.5101 1.1234
C 0.3944 -1.7559 -0.0684
C 0.1643 -3.2150 -0.7778
C -0.2725 -3.2447 -1.9614
C -0.6182 -1.8205 -2.4732
C -0.6967 -0.7204 -2.0389
C 0.0724 -0.6541 -0.7305
N 0.1003 0.3990 0.2338
C 0.8043 0.0598 1.4003
N 1.1771 0.5309 2.4113
H 1.1441 1.5243 2.1738
C -0.1252 1.7699 -0.1337
H -0.7322 1.8576 -0.8472
H -0.4596 2.1967 0.8157
C 1.1891 2.3944 -0.7829
O 0.8901 3.7577 -1.0056
C 0.5818 3.9959 -2.3714
C 0.1221 5.5468 -2.4242
C -0.4851 6.0793 -3.3433
C -0.9411 4.9698 -4.5894
C -0.7595 3.6740 -4.2021
C -0.0628 3.3020 -3.1535
H 0.2201 2.1191 -3.1947
H -0.8474 2.9841 -5.0674
F -1.6085 5.4884 -5.5829
H -0.6939 7.0643 -3.5013
H 0.4588 6.1942 -1.5097
H 1.9607 2.3854 -0.1153
H 1.8071 1.8758 -1.6327
H -1.2479 0.2255 -2.4226
H -1.2545 -2.0390 -3.5619
H -0.5967 -4.1977 -2.4233
H 0.4179 -3.8191 -0.1335
H 1.5246 -1.7899 3.0581
H 2.0578 -3.0800 1.9548
H -1.4114 -3.0269 5.4031
H -1.6099 -4.7593 6.0825
H -0.0883 -3.6355 6.1526
*
```

These are the natural (NBO) partial charges, in e, on atoms 1 to 4:
1 C -0.6284
2 C -0.0930
3 H 0.1826
4 H 0.2095

Entry 4:
Density functional theory data (ωB97M-V with the def2-TZVPD basis set) for C19H20FeOS as an isolated structure in a non-equilibrium geometry.

<S²>: 6.107
HOMO energy (spin up / spin down): -5.9 / -8.0 eV

```
! wB97M-V def2-TZVPD RIJCOSX def2/J DEFGRID3
* xyz 0 5
C 3.8322 1.6312 -4.6917
O 4.0403 2.1968 -3.4201
C 3.8647 1.3316 -2.3659
C 4.0573 1.8486 -1.0649
C 3.8993 1.0714 0.0464
C 3.5349 -0.2808 -0.0766
S 3.3277 -1.2280 1.2724
C 3.3483 -0.8119 -1.3657
C 3.5070 -0.0320 -2.4768
H 3.9936 2.4057 -5.4413
H 4.5424 0.8220 -4.8621
H 2.8087 1.2659 -4.7766
H 4.3339 2.8828 -0.9748
H 4.0531 1.4844 1.0305
H 3.0783 -1.8515 -1.4561
H 3.3576 -0.4620 -3.4493
C 0.3086 1.1528 2.1789
C -1.1578 1.2335 2.3385
C -1.9382 0.1513 2.6274
C -3.4513 0.1358 2.7650
C -3.8684 -1.1841 2.9153
C -2.6691 -2.0814 2.9062
C -1.5210 -1.3084 2.7421
Fe -2.8002 -0.9804 1.1283
C -1.9030 -0.6111 -0.7318
C -3.0371 0.2754 -0.5400
C -4.2191 -0.5430 -0.3432
C -3.8179 -1.9368 -0.4138
C -2.3851 -1.9798 -0.6536
H 0.7118 2.0135 1.6398
H 0.8009 1.1041 3.1512
H 0.5991 0.2551 1.6304
H -1.6415 2.1924 2.2369
H -4.1055 1.0054 2.6885
H -4.9066 -1.5219 2.9296
H -2.6976 -3.1700 2.9970
H -0.4977 -1.6875 2.6641
H -0.8769 -0.3011 -0.9515
H -3.0120 1.3679 -0.5667
H -5.2323 -0.1736 -0.1707
H -4.4805 -2.8000 -0.3121
H -1.7808 -2.8824 -0.7831
*
```

These are the natural (NBO) partial charges, in e, on atoms 1 to 4:
1 C -0.2552
2 O -0.4725
3 C 0.3382
4 C -0.2615

Entry 5:
Density functional theory data (ωB97M-V with the def2-TZVPD basis set) for one molecule with the formula C19H20N2O2.

HOMO energy: -7.7 eV
structure (SMILES): Cc1cc2ccccc2n1CCNC(=O)COc1ccccc1

```
! wB97M-V def2-TZVPD RIJCOSX def2/J DEFGRID3
* xyz 0 1
C -1.5044 -2.9218 -1.4803
C -2.3683 -1.8933 -0.8387
C -3.7235 -1.8957 -0.6845
C -4.0801 -0.6986 -0.0050
C -5.2877 -0.1496 0.4236
C -5.2654 1.0690 1.0638
C -4.0664 1.7514 1.2841
C -2.8566 1.2331 0.8721
C -2.8727 0.0018 0.2290
N -1.8425 -0.7523 -0.2739
C -0.4705 -0.3431 -0.2839
H -0.2361 0.1417 0.6689
H 0.1768 -1.2175 -0.3919
C -0.1908 0.6614 -1.4211
N 1.1811 1.1025 -1.4022
C 1.5961 2.1011 -0.5967
O 0.8545 2.8119 0.0453
C 3.1186 2.2842 -0.5922
O 3.8298 1.1005 -0.8717
C 3.7666 0.0737 0.0358
C 3.0070 0.0876 1.1990
C 3.0039 -1.0233 2.0274
C 3.7468 -2.1453 1.7106
C 4.5067 -2.1559 0.5513
C 4.5177 -1.0570 -0.2830
H 5.1039 -1.0461 -1.1887
H 5.0939 -3.0251 0.2955
H 3.7366 -3.0055 2.3621
H 2.4096 -1.0039 2.9288
H 2.4170 0.9487 1.4704
H 3.3871 2.9797 -1.3933
H 3.4199 2.7265 0.3647
H 1.8812 0.5172 -1.8330
H -0.4116 0.2110 -2.3909
H -0.8256 1.5398 -1.2805
H -1.9378 1.7743 1.0417
H -4.0897 2.7075 1.7858
H -6.1900 1.5131 1.4033
H -6.2166 -0.6737 0.2532
H -4.3960 -2.6624 -1.0155
H -0.7982 -3.3442 -0.7641
H -2.1273 -3.7262 -1.8611
H -0.9376 -2.5012 -2.3115
*
```

These are the natural (NBO) partial charges, in e, on atoms 1 to 4:
1 C -0.6463
2 C 0.1879
3 C -0.2998
4 C -0.1105

Entry 6:
Density functional theory data (ωB97M-V with the def2-TZVPD basis set) for one molecule with the formula C19H20N2O3.

HOMO energy: -8.4 eV
structure (SMILES): C[C@H]1Oc2ccccc2N(CC(=O)NCCc2ccccc2)C1=O

```
! wB97M-V def2-TZVPD RIJCOSX def2/J DEFGRID3
* xyz 0 1
C 3.1439 0.3114 2.2486
H 3.5960 -0.6711 2.3507
H 3.2870 0.8705 3.1698
C 1.6421 0.1663 1.9644
C 1.4962 -0.6667 0.7018
O 1.4038 -1.8820 0.7378
N 1.5916 0.0196 -0.4624
C 1.3574 1.4066 -0.5018
C 1.3272 2.1214 -1.6933
C 1.0405 3.4756 -1.6919
C 0.7646 4.1313 -0.5055
C 0.7748 3.4288 0.6850
C 1.0711 2.0730 0.6963
O 1.0154 1.4294 1.8967
H 0.5486 3.9070 1.6244
H 0.5345 5.1852 -0.5039
H 1.0209 4.0113 -2.6278
H 1.4900 1.6241 -2.6344
C 1.8223 -0.7363 -1.6813
H 2.2897 -1.6801 -1.3873
H 2.4994 -0.1822 -2.3324
C 0.5111 -1.0378 -2.4209
O 0.2305 -0.5431 -3.4918
N -0.2569 -1.9105 -1.7500
H 0.0423 -2.2142 -0.8314
C -1.6003 -2.2387 -2.1662
H -1.6319 -2.1779 -3.2566
H -1.8152 -3.2616 -1.8509
C -2.6272 -1.2632 -1.5672
C -2.4844 -1.1836 -0.0730
C -2.8417 -2.2631 0.7264
C -2.6761 -2.2105 2.0980
C -2.1584 -1.0714 2.6909
C -1.8076 0.0126 1.9056
C -1.9602 -0.0487 0.5311
H -1.6769 0.7992 -0.0787
H -1.4091 0.9065 2.3615
H -2.0335 -1.0274 3.7628
H -2.9541 -3.0586 2.7066
H -3.2569 -3.1502 0.2690
H -3.6285 -1.6056 -1.8356
H -2.4684 -0.2775 -2.0075
H 1.1565 -0.3652 2.7897
H 3.6297 0.8475 1.4346
*
```

These are the natural (NBO) partial charges, in e, on atoms 1 to 4:
1 C -0.6276
2 H 0.2281
3 H 0.2253
4 C 0.0148

Computed values of total energy (unit: hartree) for the preceding records, in sequence: -4082.7654 -1240.8633 -1225.3683 -2472.9630 -996.0380 -1071.3078.